{"formula": "C4H9NO2", "method": "ωB97M-V with the def2-TZVPD basis set", "species": ["C", "C", "O", "N", "C", "C", "O", "H", "H", "H", "H", "H", "H", "H", "H", "H"], "positions_angstrom": [[-0.3218, -1.6298, -1.6742], [-0.5354, -0.1666, -1.3644], [-0.9086, 0.5679, -2.2573], [-0.1829, 0.3021, -0.1380], [0.1291, -0.5462, 0.9749], [0.3331, 0.3608, 2.2075], [1.2499, 1.3863, 1.9481], [-0.8663, -1.9254, -2.5617], [0.7295, -1.8890, -1.7897], [-0.6477, -2.2269, -0.8228], [-0.3489, 1.2910, -0.0339], [-0.7496, -1.1475, 1.1926], [1.0306, -1.1592, 0.9888], [0.7303, -0.3261, 2.9581], [-0.6078, 0.8440, 2.4606], [1.9785, 1.1498, 1.3638]], "de_lowest_kj_mol": 116.2, "largest_force_ev_per_a": 2.24, "total_charge": 0, "e_homo_ev": -9.65, "smiles": "CC(=O)NCCO"}

{"formula": "C18H34BrIrNO7P2S4", "method": "ωB97M-V with the def2-TZVPD basis set", "species": ["Ir", "S", "S", "S", "S", "O", "C", "C", "C", "N", "C", "Br", "C", "H", "H", "H", "H", "C", "C", "C", "O", "P", "O", "C", "P", "O", "O", "C", "C", "C", "O", "C", "C", "C", "O", "C", "C", "C", "H", "H", "H", "H", "H", "H", "H", "H", "H", "H", "H", "H", "H", "H", "H", "H", "H", "H", "H", "H", "H", "H", "H", "H", "H", "H", "H", "H", "H", "H"], "positions_angstrom": [[-0.4841, 0.0104, 0.3075], [-2.7356, 0.8358, 0.4347], [-3.8397, -0.3621, 1.5356], [-2.5474, -1.8301, 2.5995], [-0.6581, -1.5218, 2.1492], [1.1958, 4.8117, 4.2766], [0.7714, 3.7800, 3.5463], [-0.3329, 2.9937, 3.8832], [-0.6851, 1.9514, 3.0563], [-0.0195, 1.6574, 1.9390], [1.0272, 2.4138, 1.6322], [1.8848, 1.9179, 0.0256], [1.4749, 3.4744, 2.3810], [0.6496, 4.9495, 5.0581], [-0.9067, 3.1944, 4.7786], [-1.5331, 1.3183, 3.2880], [2.3360, 4.0561, 2.0866], [-3.7303, -1.1297, -2.8711], [-3.0795, -0.2079, -3.8876], [-3.1521, 1.2640, -3.5122], [-1.7102, -0.6475, -4.1525], [-0.4358, -0.5481, -3.2242], [-0.5442, 0.2833, -1.9996], [-0.0494, -2.2742, -2.7995], [1.3742, -2.2853, -1.6645], [1.1787, -1.4093, -0.4773], [1.7153, -3.7935, -1.3605], [1.2430, -4.6214, -0.2599], [1.9686, -4.2659, 1.0265], [-0.2718, -4.5624, -0.1265], [2.5691, -1.8828, -2.5932], [3.5525, -0.8516, -2.2727], [4.3665, -1.2381, -1.0504], [4.4122, -0.7001, -3.5093], [0.7076, 0.0336, -4.1263], [0.9025, -0.0770, -5.5706], [-0.0332, 0.8589, -6.3171], [0.8032, -1.5126, -6.0561], [-4.7287, -0.7666, -2.6311], [-3.1448, -1.1461, -1.9531], [-3.8112, -2.1441, -3.2636], [-3.5606, -0.3522, -4.8552], [-2.6338, 1.4484, -2.5739], [-4.1966, 1.5517, -3.3991], [-2.7054, 1.8799, -4.2935], [0.1790, -2.8696, -3.6813], [-0.9221, -2.6960, -2.2985], [1.5349, -5.6246, -0.5689], [1.7171, -3.2546, 1.3350], [3.0475, -4.3322, 0.8839], [1.6761, -4.9597, 1.8139], [-0.5876, -3.5412, 0.0961], [-0.5887, -5.2044, 0.6938], [-0.7575, -4.9059, -1.0413], [3.0037, 0.0740, -2.0796], [4.8856, -2.1812, -1.2260], [3.7232, -1.3402, -0.1772], [5.1013, -0.4580, -0.8517], [4.9659, -1.6208, -3.6944], [5.1174, 0.1182, -3.3706], [3.7940, -0.4870, -4.3793], [1.9230, 0.2808, -5.6983], [-1.0548, 0.4835, -6.3010], [0.2966, 0.9363, -7.3527], [-0.0088, 1.8533, -5.8707], [-0.2054, -1.8952, -5.8922], [1.5286, -2.1460, -5.5428], [1.0117, -1.5480, -7.1240]], "de_lowest_kj_mol": 48.3, "largest_force_ev_per_a": 1.50, "spin_multiplicity": 5, "total_charge": 1, "s_squared": 6.026, "e_homo_ev": [-10.08, -10.66]}

- Number 2 is which compound?
  C18H34BrIrNO7P2S4